Entry from OMol25: a single C10H17NO2Si molecule (ωB97M-V/def2-TZVPD).

Geometry as XYZ:
```
31
C10H17NO2Si ωB97M-V/def2-TZVPD
C 0.75 -0.87 -1.26
C 1.12 -2.48 0.53
H -2.52 -0.41 -0.47
C 1.85 -1.71 -0.59
H -1.92 1.99 -2.49
C -0.39 -1.85 -1.01
O 3.01 -1.06 2.03
C -0.24 -2.79 -0.05
H -1.23 -1.65 -1.61
H 0.92 -0.78 -2.35
H 1.62 -3.45 0.93
C -2.28 0.58 0.07
H 2.17 -2.42 -1.41
C -1.35 2.71 -1.82
H 0.85 2.77 0.99
H 1.57 1.14 -1.18
H -2.29 3.27 -1.50
C 0.67 0.52 -0.83
O 1.40 -0.30 3.38
H -2.15 0.24 1.06
H -0.82 3.53 -2.39
H -0.63 3.83 0.88
Si -0.77 1.57 -0.30
C -0.22 2.82 1.02
H -0.52 2.53 2.09
H -0.16 -1.39 2.02
H -3.13 1.18 0.15
N 1.83 -0.98 2.42
C 0.88 -1.62 1.71
H 2.75 -1.27 -0.23
H -0.78 -3.67 0.22
```

Calculated values
Orbital gap (alpha / beta) ... 9.074 / 6.425 eV
HOMO energy (alpha / beta) ... -9.60 / -8.36 eV
Spin multiplicity ... 1
E_LUMO (alpha / beta) ... -0.5253 / -1.9327 eV

---

Entry from OMol25: a single C10H17NOS molecule (ωB97M-V/def2-TZVPD).

Geometry as XYZ:
```
30
C10H17NOS ωB97M-V/def2-TZVPD
H 1.05 3.39 2.31
C -0.20 2.72 0.66
H 2.47 -0.85 -1.79
C 0.11 0.25 -1.51
C -1.77 0.62 0.36
H -1.68 -2.13 0.57
H 0.23 -0.90 1.76
H -0.49 4.29 2.05
H -0.28 -3.12 0.52
H -1.64 -1.82 -1.80
H 2.40 -0.59 0.47
N 0.37 -1.16 -1.87
C 1.73 -1.52 -1.38
H -0.49 2.71 2.83
C -0.67 -2.13 -1.44
H -0.46 -3.13 -1.84
H -2.41 0.10 -0.34
C -0.70 -2.13 0.15
H 0.22 3.36 -0.13
H 1.95 -2.29 0.65
H -2.00 0.25 1.37
C -0.25 0.35 0.04
C 0.26 -0.98 0.66
H 1.97 -2.54 -1.69
C -0.02 3.31 2.05
S -1.99 2.43 0.37
H 0.98 0.88 -1.77
O 0.45 1.45 0.66
C 1.67 -1.37 0.17
H -0.77 0.56 -2.08
```

Calculated values
SMILES string ... C[C@H]1O[C@@]2(CS1)CN1CCC2CC1
Orbital gap ... 8.902 eV
HOMO energy ... -8.08 eV
Spin multiplicity ... 1
E_LUMO ... 0.8248 eV

---

Entry from OMol25: a single C10H17O2PS3 molecule (ωB97M-V/def2-TZVPD).

Geometry as XYZ:
```
33
C10H17O2PS3 ωB97M-V/def2-TZVPD
C -1.02 0.41 0.06
H -0.66 -4.28 0.25
C -1.47 1.13 2.38
H 2.31 -1.71 -3.12
H 1.19 -4.50 0.17
O 0.15 -3.77 -1.48
H 3.65 -2.25 -2.19
C 0.22 2.65 -0.55
H -0.13 2.40 3.72
C -0.75 3.46 0.34
H -1.43 0.47 -0.94
H 0.52 4.19 2.04
S -0.69 -1.40 0.46
H 2.39 -3.39 -2.48
H 0.89 1.06 0.75
C 0.34 1.17 -0.14
H -0.23 2.67 -1.59
O 1.95 -1.95 -1.15
C -2.05 1.05 1.02
H -0.69 4.48 -0.05
H 0.13 -5.67 -0.63
S -0.47 -1.16 -2.82
C 2.65 -2.38 -2.33
H -2.90 0.34 1.15
C -0.21 3.45 1.74
P 0.33 -2.13 -1.23
S -2.45 2.76 0.24
C -0.59 2.44 2.67
H -0.90 0.22 2.59
H 0.94 0.64 -0.96
H -2.38 1.13 3.03
C 0.20 -4.60 -0.28
H 1.16 3.08 -0.66
```

Calculated values
SMILES string ... COP(=S)(OC)S[C@@H]1CC[C@@H]2C=CC[C@H]1S2
Orbital gap ... 8.884 eV
HOMO energy ... -8.39 eV
Spin multiplicity ... 1
E_LUMO ... 0.4963 eV

---

Entry from OMol25: C10H18AsBF4MgN4O4 as an isolated structure (ωB97M-V/def2-TZVPD).

Geometry as XYZ:
```
43
C10H18AsBF4MgN4O4 ωB97M-V/def2-TZVPD
H -1.17 -3.88 3.43
C 1.52 1.79 0.95
C 1.47 -2.05 2.48
H -0.40 -1.76 3.52
H 2.09 -1.90 3.37
H 1.40 -3.13 2.29
O 1.86 1.41 2.06
H -2.92 -0.10 0.91
N 0.63 0.41 -2.82
C -2.75 -0.94 1.58
H 0.23 -0.31 2.72
H -2.81 -3.45 2.95
H -3.49 -1.71 1.36
B 3.41 1.07 -4.11
O 2.28 2.17 0.00
H 1.00 -0.47 -2.47
H -2.21 -5.09 2.68
N 0.99 4.01 -2.74
F 3.13 1.79 -2.88
N -0.18 5.70 -4.07
F 4.63 1.50 -4.60
F 2.37 1.33 -5.02
As -0.99 -1.67 1.03
N 0.54 6.58 -6.27
C 0.11 -1.39 2.64
Mg 1.41 2.19 -1.78
C -0.02 1.75 0.57
C 0.47 4.78 -3.43
C -2.87 -0.47 3.03
H 2.02 -1.60 1.64
H -2.13 0.31 3.22
H -2.72 -1.28 3.74
H -0.52 -4.17 1.03
H -2.16 -3.84 0.52
H -3.86 -0.04 3.21
C 0.25 6.12 -5.25
H -0.36 0.43 -2.62
H 0.79 0.43 -3.82
O -0.28 2.00 -0.65
C -1.42 -3.61 1.29
F 3.43 -0.29 -3.80
C -1.93 -4.03 2.66
O -0.85 1.44 1.43
```

Calculated values
Orbital gap ... 7.566 eV
HOMO energy ... -3.06 eV
Net charge ... -2
Spin multiplicity ... 1
E_LUMO ... 4.5072 eV

---

Entry from OMol25: an isolated ion of composition C10H18Br2NO5S and charge +1 (ωB97M-V/def2-TZVPD).

Geometry as XYZ:
```
37
C10H18Br2NO5S ωB97M-V/def2-TZVPD
N 1.24 0.03 0.54
H 5.20 1.70 -0.81
O -3.68 -1.19 0.17
C 4.35 1.06 -1.36
H 1.07 1.39 -2.24
H 0.95 2.19 0.21
H -0.92 1.75 -1.39
C 1.78 -2.09 2.06
H 0.72 -4.11 2.58
H -1.26 0.00 -0.57
C -2.38 1.76 0.36
C 2.00 0.70 -1.92
H -3.21 1.90 -1.77
S -4.25 -0.19 -0.87
H 2.35 0.19 -2.93
H -4.49 2.29 -0.41
H 2.32 -1.32 -0.93
Br -1.07 -1.18 2.31
H -2.56 1.32 1.43
H 0.07 1.52 1.73
H 0.53 -0.96 -1.38
Br 3.72 -2.17 1.51
C 1.31 -3.25 3.16
H 0.69 -2.80 4.05
O -5.82 -0.19 -0.72
O -3.78 -0.73 -2.45
H 2.18 0.38 0.89
C 1.48 -0.48 -0.87
C -3.62 1.57 -0.70
C -1.00 1.15 -0.37
O 4.73 -0.10 -1.89
H 2.25 -3.79 3.66
C 0.32 1.26 0.59
H -2.85 -1.10 -2.29
C 0.81 -1.05 1.53
H -2.18 2.94 0.43
O 2.99 1.62 -1.33
```

Calculated values
SMILES string ... C/C(Br)=C(\Br)[N@H+](CCCCS(=O)(=O)O)CCOC=O
Orbital gap ... 9.263 eV
HOMO energy ... -13.01 eV
Net charge ... +1
Spin multiplicity ... 1
E_LUMO ... -3.7476 eV

---

Entry from OMol25: C10H18BrClCrGeNO5 as an isolated structure (ωB97M-V/def2-TZVPD).

Geometry as XYZ:
```
38
C10H18BrClCrGeNO5 ωB97M-V/def2-TZVPD
H 2.19 -2.40 1.18
H 2.29 -0.82 -1.60
C 4.16 -1.53 1.01
Ge -2.68 1.14 -0.59
C 2.78 -1.50 1.15
O -0.06 0.19 2.93
O 0.14 -3.06 2.07
H 4.69 1.81 1.15
H 5.94 -0.34 0.90
H -3.12 3.64 -0.52
H 0.04 -1.64 -0.96
N 2.13 -0.35 1.28
H -4.18 -0.45 0.74
C -1.14 1.23 0.60
C -3.73 2.76 -0.34
H 1.01 -0.57 -2.81
H 2.22 1.72 1.41
O -0.91 -2.87 -0.06
C 4.18 0.86 1.15
Br 5.04 -3.17 0.84
H 1.46 0.74 -1.71
Cr 0.02 -0.14 1.43
C 4.87 -0.34 1.01
O 0.35 -0.72 -0.85
H -1.62 0.09 -2.65
H -4.65 -0.35 -0.97
O -2.16 -2.38 1.92
H -4.57 2.78 -1.04
H -4.13 2.81 0.67
C 1.34 -0.33 -1.79
C 2.80 0.81 1.28
C -3.80 -0.41 -0.28
H -1.20 1.80 -2.57
H -0.76 2.26 0.71
C -2.00 1.08 -2.42
H -2.81 1.31 -3.12
Cl -0.86 -2.32 1.30
H -3.27 -1.34 -0.47
```

Calculated values
Orbital gap (alpha / beta) ... 7.295 / 8.922 eV
HOMO energy (alpha / beta) ... -8.04 / -9.67 eV
Spin multiplicity ... 4
E_LUMO (alpha / beta) ... -0.7496 / -0.7448 eV

---

spin multiplicity of number 1 (C10H17NO2Si)? 1